No. 1
Entry from the Open Molecules 2025 dataset: C7H10N2O4S as an isolated structure at a distorted geometry (wB97M-V/def2-TZVPD).

HOMO-LUMO gap (spin up / spin down)	7.373 / 7.374	eV
energy above the lowest of the compared OMol25 structures with the same formula, charge and spin	72.0	kcal per mole
HOMO energy (spin up / spin down)	-0.2643 / -0.2643	Ha
lowest unoccupied orbital energy (spin up / spin down)	0.182 / 0.182	eV

Structure (XYZ):
```
24
Properties=species:S:1:pos:R:3:forces:R:3:mulliken_charge:R:1
C 0.78706 1.06315 -2.66758 -1.9 -0.7 -0.5 -0.598
C -0.40429 1.07002 -2.02893 0.2 0.4 0.0 -0.271
C 1.18713 0.68878 -0.47731 0.7 0.8 0.6 -0.138
C -0.29844 -1.28816 2.27668 -1.0 0.4 0.3 -0.842
C -0.93908 -0.27128 1.66843 1.6 -0.1 0.9 1.072
C -1.23325 1.10512 2.32071 -0.5 -3.0 -1.3 -1.415
C -1.29509 -0.42021 0.25072 3.6 2.6 -2.3 -0.339
N 1.81865 0.84641 -1.79516 -0.3 0.9 0.3 -0.168
N -0.21941 0.91736 -0.60624 -2.0 -0.5 -0.4 -0.226
O 1.45984 -0.58659 0.08541 -0.5 -2.7 -0.3 -0.316
O 1.05916 -3.02650 0.02500 0.1 -0.2 0.6 -0.583
O 0.97548 -1.77270 -2.04269 0.0 0.0 -1.9 -0.536
O -0.86654 -1.56325 -0.43941 0.0 -0.1 0.4 -0.389
S 0.73065 -1.84897 -0.67512 0.0 1.4 1.9 1.183
H 0.92546 0.96191 -3.73776 0.1 0.6 0.2 0.363
H -1.33734 1.44072 -2.43227 0.0 -0.4 0.1 0.382
H 1.52258 1.42364 0.27899 0.7 -0.7 -0.3 0.322
H -0.07560 -2.23009 1.74996 -0.2 0.6 0.7 0.227
H -0.09680 -1.20238 3.35491 0.2 -0.1 -0.6 0.335
H -1.94394 1.46614 1.64606 -2.4 0.7 -0.3 0.428
H -0.60483 1.92995 2.21387 2.3 0.6 0.2 0.304
H -1.55502 0.89178 3.30863 -0.5 0.5 0.9 0.398
H -2.24608 -0.02130 -0.08178 -0.1 -0.5 -0.2 0.510
H 2.64971 0.42647 -2.19511 -0.1 -0.3 1.1 0.296
```
Positions in Å, forces in eV/Å.

---

No. 2
Entry from the Open Molecules 2025 dataset: an isolated ion of composition C3H7INO and charge +1 at a distorted geometry (wB97M-V/def2-TZVPD).

SMILES string	I[C@H]1[NH2+]CCO1
charge	+1
HOMO-LUMO gap	8.604	eV
energy above the lowest of the compared OMol25 structures with the same formula, charge and spin	32.5	kcal per mole
HOMO energy	-0.5022	Ha
lowest unoccupied orbital energy	-5.061	eV

Structure (XYZ):
```
13
Properties=species:S:1:pos:R:3:forces:R:3:mulliken_charge:R:1
C -0.33664 -0.84156 0.53466 2.9 -1.6 -2.0 -0.412
C 0.64325 0.11351 1.24515 -3.3 1.3 0.3 -0.241
C 0.18461 0.87711 -0.80949 2.0 2.6 -2.8 -0.570
N -0.97441 -0.01002 -0.50670 0.3 0.8 -0.7 -0.114
O 0.76237 1.20608 0.32634 0.1 -0.7 0.0 -0.263
I 1.56683 -0.54844 -2.38061 -1.2 1.1 1.3 0.107
H 0.30593 -1.58134 -0.12277 -1.4 1.1 1.7 0.203
H -1.09992 -1.32168 1.05036 -0.9 -0.9 1.4 0.451
H 0.20175 0.58173 2.12631 0.1 -0.4 0.2 0.292
H 1.57175 -0.25708 1.45365 2.3 -1.3 0.4 0.326
H 0.18706 1.87629 -1.39118 -1.1 -2.1 0.3 0.497
H -1.18512 -0.56206 -1.33901 -0.1 -0.1 -0.1 0.342
H -1.82745 0.46745 -0.18669 0.3 0.2 0.0 0.383
```
Positions in Å, forces in eV/Å.

---

No. 3
Entry from the Open Molecules 2025 dataset: a 2-piece molecular cluster, C2H7NO2S2 overall at a distorted geometry (wB97M-V/def2-TZVPD).

HOMO-LUMO gap (spin up / spin down)	8.370 / 8.371	eV
energy above the lowest of the compared OMol25 structures with the same formula, charge and spin	144.5	kcal per mole
HOMO energy (spin up / spin down)	-0.3042 / -0.3043	Ha
lowest unoccupied orbital energy (spin up / spin down)	0.091 / 0.091	eV

Structure (XYZ):
```
14
Properties=species:S:1:pos:R:3:forces:R:3:mulliken_charge:R:1
C 0.82953 0.94261 0.20060 1.6 3.8 0.8 -0.932
C -0.26299 -1.00784 -0.31314 -2.5 2.0 -2.3 -0.570
N 0.82735 -0.51527 0.24710 -1.3 2.6 -0.9 -0.019
O -2.06891 -0.82219 1.42633 1.7 0.5 0.7 -0.476
O -2.93114 -1.14520 -0.77084 0.6 -0.1 -0.7 -0.572
S -2.30510 1.53712 -0.12483 0.0 0.9 -0.1 -0.244
S -1.97269 -0.29935 -0.10476 -0.3 -1.9 0.9 0.773
H 1.86981 1.44606 0.16842 -1.1 -1.5 0.8 0.308
H 0.44977 1.54184 -0.71061 -0.2 -2.2 0.7 0.287
H 0.22768 1.41075 1.06203 1.1 -0.9 -1.2 0.321
H -0.38804 -2.04154 -0.46214 -0.1 -1.2 -0.2 0.457
H -0.81522 -0.04767 -2.03047 1.0 -1.3 1.7 0.085
H -2.88739 -1.19927 1.71691 -1.1 -0.2 -0.3 0.322
H 1.64781 -1.04122 0.42459 0.5 -0.4 -0.2 0.260
```
Positions in Å, forces in eV/Å.

---

No. 4
Entry from the Open Molecules 2025 dataset: C22H29N5O5Ti as an isolated structure (wB97M-V/def2-TZVPD).

charge	+4
HOMO-LUMO gap	7.629	eV
energy above the lowest of the compared OMol25 structures with the same formula, charge and spin	0.0	kcal per mole
HOMO energy	-0.7270	Ha
lowest unoccupied orbital energy	-12.152	eV

Structure (XYZ):
```
62
Properties=species:S:1:pos:R:3:forces:R:3:mulliken_charge:R:1
Ti -0.02885 0.36282 0.58659 0.0 0.0 -0.1 0.826
O 1.32554 4.13732 -1.14472 0.0 0.0 0.0 -0.391
C 1.07601 3.46497 -0.06530 0.0 0.0 0.0 0.119
O 0.65379 2.30683 -0.06305 0.0 0.0 0.1 -0.487
C 1.38412 4.35549 1.12774 0.0 0.0 0.0 -0.590
O 1.21505 3.66634 2.36031 0.0 0.0 0.0 -0.279
C 1.18484 4.46683 3.48969 0.0 0.0 0.0 -0.189
C 2.57748 4.75813 4.02528 0.0 0.0 -0.1 0.390
O 3.59310 4.96616 4.41245 0.0 0.0 0.0 0.106
O 0.82602 0.27027 1.90323 0.1 0.0 0.0 -0.576
H 1.09614 3.68002 -1.97228 0.0 0.0 0.0 0.439
H 0.71863 5.22311 1.05133 0.0 0.0 0.0 0.481
H 2.41151 4.71175 0.99319 0.0 0.0 0.0 0.471
H 0.69308 3.93761 4.31326 0.0 0.0 0.0 0.409
H 0.72093 5.45566 3.36874 0.0 0.0 0.0 0.406
N -1.24019 -4.27232 4.74526 0.0 0.0 0.0 -0.291
C -1.45781 -3.82142 3.71277 0.0 0.0 0.0 -0.413
C -1.67800 -3.23234 2.42325 0.0 0.0 0.0 0.044
C -2.54572 -3.79009 1.48500 0.0 0.0 0.0 -0.182
C -2.69571 -3.15336 0.26031 0.0 0.0 0.0 -1.290
C -1.99467 -1.99250 0.01177 0.0 0.0 0.0 -0.237
N -1.14078 -1.45012 0.91216 0.0 0.0 0.0 0.851
C -0.99346 -2.07084 2.10173 0.0 0.0 0.0 -0.251
H -3.08952 -4.69796 1.71589 0.0 0.0 0.0 0.571
H -3.36420 -3.54848 -0.49229 0.0 0.0 0.0 0.540
H -2.12453 -1.45955 -0.92310 0.0 0.0 0.0 0.591
H -0.30903 -1.62657 2.81148 0.0 0.0 0.0 0.650
C 1.88082 -1.87661 -3.02022 0.0 0.0 0.0 -0.946
C 0.79860 -1.32114 -2.07344 0.0 0.0 0.0 -0.546
N 1.41291 -0.81197 -0.81009 0.0 0.0 0.0 1.441
C 2.58845 0.03498 -1.17552 0.0 0.0 0.0 -0.685
C 3.71653 -0.82532 -1.77922 0.0 0.0 0.0 -0.997
N 3.10918 -2.13131 -2.19594 0.0 0.0 0.0 0.059
C 2.74194 -2.92235 -0.97363 0.0 0.0 0.0 -1.013
C 1.93882 -1.99153 -0.04655 0.0 0.0 0.0 -0.409
H 2.15474 -1.17725 -3.80834 0.0 0.0 0.0 0.337
H 1.57380 -2.81326 -3.48144 0.0 0.0 0.0 0.420
H 0.08391 -2.09793 -1.80552 0.0 0.0 0.0 0.358
H 0.25361 -0.51723 -2.56835 0.0 0.0 0.0 0.259
H 2.95375 0.53972 -0.28213 0.0 0.0 0.0 0.436
H 2.25171 0.78595 -1.88945 0.0 0.0 0.0 0.471
H 4.50544 -1.04575 -1.06232 0.0 0.0 0.0 0.351
H 4.16271 -0.35628 -2.65395 0.0 0.0 0.0 0.386
H 3.78690 -2.65938 -2.75169 0.0 0.0 0.0 0.330
H 3.65703 -3.27345 -0.50047 0.0 0.0 0.0 0.390
H 2.16997 -3.78722 -1.30541 0.0 0.0 0.0 0.376
H 2.54928 -1.61207 0.77141 0.0 0.0 0.0 0.555
H 1.10676 -2.54211 0.38407 0.0 0.0 0.0 0.193
N -1.88501 1.38773 1.08216 0.0 0.0 0.0 -0.184
C -2.75797 1.05319 -0.04484 0.0 0.0 0.0 0.304
C -2.25507 1.21495 -1.33211 0.0 0.0 0.0 -0.044
C -3.03307 0.83046 -2.42232 0.0 0.0 0.0 -0.853
C -4.29309 0.28754 -2.21508 0.0 0.0 0.0 -0.593
C -4.78503 0.14127 -0.92174 0.0 0.0 0.0 -0.704
C -4.01606 0.51828 0.17184 0.0 0.0 0.0 -0.584
H -1.81186 2.39834 1.18672 0.0 0.0 0.0 0.375
H -2.30013 1.05026 1.95011 0.0 0.0 0.0 0.382
H -1.30775 1.72291 -1.50031 0.0 0.0 0.0 0.490
H -2.67246 0.98830 -3.43045 0.0 0.0 0.0 0.490
H -4.90594 0.00536 -3.06065 0.0 0.0 0.0 0.481
H -5.77947 -0.25503 -0.76313 0.0 0.0 0.0 0.491
H -4.40774 0.41022 1.17729 0.0 0.0 0.0 0.466
```
Positions in Å, forces in eV/Å.

---

| no. | calculated total energy (a.u.) |
| --- | --- |
| 1 | -1081.2352 |
| 2 | -545.8740 |
| 3 | -1081.8068 |
| 4 | -2353.7691 |